1.
26
Properties=species:S:1:pos:R:3 method="wB97M-V/def2-TZVPD" homo_lumo_gap_ev=8.63 fmax_ha_per_bohr=0.2229 relative_energy_kcal_mol=306.0 e_lumo_ev=0.02
C 3.2808 -0.0880 -0.2943
C 1.8394 0.0329 -0.5109
C 0.1161 0.4807 1.1230
C -0.8124 -0.3763 1.4565
C -0.6910 -1.3408 0.3196
C -1.8450 -1.2071 -0.8352
C -1.8243 0.5590 -1.1590
C -0.2345 1.5727 0.1167
H 3.8208 0.8617 -0.7188
H 3.6026 -0.9417 -1.0045
H 3.6544 -0.7024 0.5066
H 2.0910 -0.1071 1.4868
H 0.1235 1.2161 2.1015
H -1.8052 0.1841 1.5686
H -0.7282 -1.0340 2.4949
H -1.0963 -2.4108 0.6381
H 0.3897 -1.5480 0.0559
H -3.4079 -1.6509 -0.7031
H -1.4163 -2.0007 -2.0569
H -2.7427 0.7152 -1.7788
H -0.8764 1.0146 -2.0532
H -2.7871 2.5355 0.1538
N 1.4904 0.0358 0.7617
N -1.9313 1.5653 0.0686
O 1.1540 0.0748 -1.5819
O 0.6358 2.5593 -0.1559

=====

2.
27
Properties=species:S:1:pos:R:3 method="wB97M-V/def2-TZVPD" homo_lumo_gap_ev=6.07 fmax_ha_per_bohr=0.0216 e_lumo_ev=3.17 charge=-1
N -3.2661 -2.4063 -1.5140
P -1.7543 -2.2688 -2.0065
C -0.6076 -1.2925 -1.1124
C -1.2399 -0.0477 -0.5031
C -1.2265 -0.1507 1.0252
O -2.2268 0.6749 1.6902
C -3.4738 0.1808 1.6826
O -3.8408 -0.7746 2.3220
H -3.3886 -1.8745 -0.6628
H -1.1846 -3.5602 -2.0960
H -1.7347 -1.8903 -3.3852
H 0.1531 -0.9867 -1.8312
H -2.2724 0.1416 -0.8070
H -0.6716 0.8383 -0.7702
H -0.2759 0.2160 1.3917
H -1.3227 -1.1934 1.2951
H -4.1800 0.7798 1.1006
N 2.8755 0.5323 1.0973
C 2.4913 1.8404 1.1684
C 3.1654 2.5297 0.1964
C 3.9975 1.5970 -0.4813
C 3.7879 0.3722 0.0943
H 2.5206 -0.2049 1.6762
H 1.7585 2.1649 1.8863
H 3.0643 3.5809 -0.0137
H 4.6558 1.7981 -1.3094
H 4.1964 -0.5963 -0.1335

=====

3.
27
Properties=species:S:1:pos:R:3 method="wB97M-V/def2-TZVPD" homo_lumo_gap_ev=8.17 fmax_ha_per_bohr=0.0799 smiles="C=NC1=C(OCN)[C@H](CO)O[C@@H]1C" relative_energy_kcal_mol=129.6 e_lumo_ev=0.61
C 1.6533 -1.8590 1.9928
N 1.9293 -0.6795 1.6188
C 0.9765 0.1163 1.2185
C -0.2557 -0.1615 0.7349
O -0.9743 -1.3520 0.6170
C -2.1265 -2.1258 -0.2238
N -1.8280 -2.3155 -1.5384
C -0.7807 1.1513 0.0883
C -0.6139 1.0850 -1.4692
O -1.7214 0.7320 -2.2092
O -0.0409 2.1709 0.6817
C 1.2182 1.6334 1.1211
C 2.4552 1.9502 0.0806
H 2.6118 -2.4511 2.2602
H 0.5919 -2.1095 2.2668
H -2.0411 -2.9886 0.4195
H -3.0080 -1.5249 -0.2653
H -2.1060 -1.6708 -2.2257
H -1.2264 -3.0729 -1.7002
H -1.8638 1.3124 0.3633
H 0.2173 0.2268 -1.7872
H -0.2042 2.0879 -1.6294
H -2.4047 1.4688 -2.0827
H 1.5239 2.2444 2.0025
H 2.4599 2.9338 -0.1988
H 2.2652 1.4323 -0.8772
H 3.2930 1.7655 0.7410

=====

4.
27
Properties=species:S:1:pos:R:3 method="wB97M-V/def2-TZVPD" homo_lumo_gap_ev=9.09 fmax_ha_per_bohr=0.0789 smiles="CCCC(=O)[C@@]1([N+](=O)[O-])CCNC1" relative_energy_kcal_mol=141.4 e_lumo_ev=-0.28
C -3.7146 -0.7587 0.6658
C -2.7227 0.0296 -0.2326
C -1.4175 -0.7661 -0.2975
C -0.2555 -0.1649 -1.0734
O -0.3831 0.5144 -2.0729
C 1.0693 -0.2393 -0.3954
N 1.5508 -1.5150 -0.0473
O 0.7308 -2.4477 -0.0248
O 2.7676 -1.6477 0.2113
C 2.1220 0.5675 -1.1480
C 2.6687 1.6548 -0.1458
N 2.4389 1.0752 1.1728
C 1.0483 0.6206 1.2188
H -4.6960 -0.2379 0.8192
H -3.3185 -0.9016 1.6075
H -4.0815 -1.5797 0.1754
H -2.4150 0.9355 0.1641
H -3.2859 0.1779 -1.2351
H -1.2230 -1.0875 0.7638
H -1.5314 -1.6827 -0.7227
H 1.5761 1.1077 -1.8971
H 3.0650 0.1243 -1.3673
H 3.7853 1.8692 -0.4091
H 2.0452 2.5043 -0.3357
H 3.1632 0.4184 1.4406
H 0.3358 1.5535 1.2387
H 0.6779 -0.1240 1.9268

=====

5.
27
Properties=species:S:1:pos:R:3 method="wB97M-V/def2-TZVPD" homo_lumo_gap_ev=9.75 fmax_ha_per_bohr=0.1675 relative_energy_kcal_mol=191.0 e_lumo_ev=0.48
C -2.0575 -1.1061 0.4572
C -0.5968 -1.0474 -0.0771
C -2.7858 -0.7602 -0.8655
C 1.5281 -0.2350 -0.5848
C 2.4088 -0.9710 0.3487
C 2.2373 1.0684 -0.3211
C 1.1309 2.1054 -0.6438
C -0.0760 1.4404 0.2117
H -3.4788 0.7122 1.0695
H -2.4472 -0.5736 2.4778
H -2.3586 -2.0854 0.8188
H -2.7774 0.3928 -1.0491
H -3.8472 -1.1609 -0.6119
H -2.2217 -1.1208 -1.9988
H 1.6035 -0.4805 -1.5593
H 2.6660 1.1575 0.6524
H 3.1322 1.2774 -1.0007
H 1.5861 2.9841 0.0720
H 0.8005 2.3563 -1.7293
H 0.0872 1.6823 1.4282
H -1.1899 1.6729 0.1366
H 3.3438 -2.6923 0.6850
N -2.3361 0.1923 1.3702
N 0.2022 -0.0306 -0.1257
O -0.1043 -2.1119 -0.6294
O 2.5276 -0.4868 1.6359
O 3.0230 -2.1793 -0.1676

=====

6.
26
Properties=species:S:1:pos:R:3 method="wB97M-V/def2-TZVPD" homo_lumo_gap_ev=9.79 fmax_ha_per_bohr=0.0674 smiles="O=C([C@@H]1CCCN1)N1CCSC1" relative_energy_kcal_mol=12.7 e_lumo_ev=0.76
O 0.7804 0.9047 1.6510
C 0.2729 0.0800 0.8576
C 0.8143 -0.1818 -0.5841
C 2.3777 -0.0384 -0.6997
C 2.5378 1.3396 -1.3669
C 1.3121 1.4023 -2.2544
N 0.2323 0.8957 -1.4337
N -0.8505 -0.5611 1.2744
C -1.7202 -1.2420 0.3246
C -3.1814 -1.3001 0.9224
S -2.8106 -1.5329 2.7119
C -1.3848 -0.3294 2.6074
H 0.5311 -1.1897 -0.9904
H 2.8935 -0.0570 0.2964
H 2.7764 -0.8875 -1.3149
H 3.5128 1.3459 -1.9271
H 2.4325 2.1480 -0.5774
H 1.0559 2.4017 -2.4931
H 1.3625 0.8654 -3.1924
H -0.0320 1.6221 -0.7566
H -1.7141 -0.7605 -0.6932
H -1.3692 -2.2749 0.1603
H -3.7474 -0.3491 0.8256
H -3.7585 -2.2163 0.6501
H -1.6467 0.6622 2.7310
H -0.6768 -0.7468 3.2712

=====

7.
26
Properties=species:S:1:pos:R:3 method="wB97M-V/def2-TZVPD" homo_lumo_gap_ev="4.04 / 3.89" fmax_ha_per_bohr=0.0475 relative_energy_kcal_mol=7.7 e_lumo_ev="2.55 / 2.62" charge=-1
C 0.0047 -0.1739 -3.5906
C -0.4523 -1.1737 -4.5034
C -0.1209 -2.4494 -3.9511
C 0.6442 -2.2429 -2.7631
C 0.6769 -0.8390 -2.4988
Sn -1.7722 0.6342 -0.3328
P -0.5164 2.7929 -1.0091
H -0.1168 0.9028 -3.6756
H -0.9942 -0.9967 -5.4285
H -0.3710 -3.4075 -4.3935
H 1.1157 -0.3451 -1.6317
H 1.0911 -3.0075 -2.1335
H -1.0305 3.9355 -0.3228
H -0.6777 3.1373 -2.3928
H 0.8878 2.7971 -0.7315
C 1.2441 -0.6596 3.9440
N 0.2023 0.1467 3.2777
C -0.9415 0.6273 4.0915
C 0.1967 0.2737 1.9912
N 0.0948 0.3932 0.8175
H 1.0643 -0.5877 5.0181
H 2.2413 -0.2749 3.6929
H 1.1861 -1.7098 3.6233
H -1.0763 1.7126 3.9736
H -1.8745 0.1213 3.7979
H -0.7057 0.3931 5.1310

=====

8.
25
Properties=species:S:1:pos:R:3 method="wB97M-V/def2-TZVPD" homo_lumo_gap_ev="8.91 / 6.38" fmax_ha_per_bohr=0.0512 relative_energy_kcal_mol=128.2 e_lumo_ev="-3.57 / -5.43" charge=+1
C -1.0114 -0.5860 -2.8229
C -0.1053 0.4688 -2.9827
C -1.0800 -0.8246 -1.3946
C 0.3843 0.8169 -1.7116
C 0.0200 -0.2292 1.3816
C -1.9046 -1.9202 -0.6928
C 1.3084 1.8783 -1.3061
C 0.4791 0.9092 2.2526
N 0.0178 -1.4290 1.7673
N -0.1955 0.0019 -0.7815
N 1.4781 0.2938 3.1169
H -1.9130 -0.6990 -3.4058
H 0.1460 0.9928 -3.9132
H -1.4130 -2.8934 -0.4660
H -2.1219 -1.5241 0.2536
H -2.9104 -2.1701 -1.0717
H 1.1139 2.7741 -1.9086
H 1.0635 2.0568 -0.3167
H 2.3650 1.5375 -1.3314
H -0.3349 1.2274 2.8477
H 0.7230 1.7631 1.6680
H -0.4230 -2.1902 1.1726
H 0.4795 -1.5567 2.6836
H 1.4171 0.6977 4.0637
H 2.4171 0.6040 2.8980

=====

9.
26
Properties=species:S:1:pos:R:3 method="wB97M-V/def2-TZVPD" homo_lumo_gap_ev="6.92 / 8.21" fmax_ha_per_bohr=0.0816 relative_energy_kcal_mol=137.7 e_lumo_ev="-4.45 / -3.68" charge=+1
C -0.3459 -1.8941 0.7777
C -0.9524 0.0591 2.4540
C -1.2901 -1.3255 1.8610
C 1.5423 0.7094 -1.2061
C 1.3118 1.4905 0.0990
C 0.1485 0.8647 2.1280
C -0.7412 -0.4026 -0.9961
C 0.3500 -0.3707 -3.1606
N -0.1041 -1.3971 -0.4010
N -1.8260 0.2948 3.3256
N 0.1715 0.3748 -1.9195
O 0.9634 0.4930 1.1126
H 0.1389 -2.8065 1.0209
H -2.3555 -1.3841 1.6763
H -1.2210 -2.1420 2.5562
H 2.0674 1.1723 -1.9979
H 1.9906 -0.1787 -0.9994
H 2.0859 2.1088 0.6252
H 0.4920 2.1687 0.0010
H 0.1751 1.8844 2.6466
H -1.8279 -0.1393 -1.1168
H -0.5992 -0.9346 -3.3679
H 0.8296 0.1894 -4.0865
H 1.2351 -1.1300 -3.0318
H -1.9225 1.0543 4.0082
H -0.3163 1.2411 -2.0091

=====

10.
27
Properties=species:S:1:pos:R:3 method="wB97M-V/def2-TZVPD" homo_lumo_gap_ev=8.90 fmax_ha_per_bohr=0.1432 relative_energy_kcal_mol=160.2 e_lumo_ev=0.64
C -0.8599 1.8104 -0.4386
C -2.7340 0.1919 -0.4141
C -1.9420 -0.7510 -1.0761
C -0.4100 -1.1358 0.8097
C -1.2090 0.1299 1.4667
C 0.9172 -0.5741 0.3149
C 3.0048 -0.2029 -0.1211
C 4.3596 0.2819 0.1219
H -0.7044 1.1483 -1.4349
H 0.0431 2.1903 0.2055
H -1.3974 2.6480 -0.7303
H -3.5809 -0.4443 0.1637
H -3.4429 0.5927 -1.2464
H -1.2231 -0.2233 -1.7004
H -2.6312 -1.6153 -1.5844
H -1.8876 -2.1961 0.1792
H -0.1750 -1.7589 1.7108
H -0.5625 0.7735 2.1144
H -2.0793 -0.2198 2.0956
H 3.9366 0.9629 1.3683
H 4.8204 1.0888 -0.9612
H 5.2980 -0.8042 0.4080
N -1.7864 0.9835 0.4928
N -1.1413 -1.8180 -0.2344
N 2.0645 -0.4098 0.9101
N 2.2950 -0.1802 -1.3447
O 1.0274 -0.4684 -1.0752

=====

11.
29
Properties=species:S:1:pos:R:3 method="wB97M-V/def2-TZVPD" homo_lumo_gap_ev=8.55 fmax_ha_per_bohr=0.0959 relative_energy_kcal_mol=19.2 e_lumo_ev=0.77
C 1.2898 -2.3110 2.9037
C 2.8580 -1.0839 1.5727
C 0.2299 -1.6382 2.3338
C 1.7890 -0.4371 1.0404
C 2.6347 -2.0595 2.6122
C 0.4866 -0.7958 1.2826
C -1.7192 1.8062 -3.0143
C -2.0947 1.6954 -1.5224
N 3.7253 -2.5631 3.2219
N -3.0693 0.8628 -1.0005
N -1.9060 2.8476 -0.7978
N -0.3552 0.5750 -0.9955
O -1.7643 -1.3261 -0.0137
O -1.6001 0.8316 1.2016
S -0.9555 -0.1540 0.3114
H 1.0113 -2.8559 3.8321
H 3.7822 -0.9185 1.0770
H -0.7663 -1.7228 2.7046
H 1.8615 0.2890 0.2168
H -1.1332 0.9287 -3.4093
H -1.2497 2.7068 -3.3326
H -2.6442 1.8069 -3.6380
H 3.6820 -3.3748 3.8813
H 4.7060 -2.6508 2.7941
H -2.9786 0.8289 -0.0255
H -3.2621 -0.0976 -1.3596
H -2.4034 2.8311 0.0716
H -1.0464 3.2710 -1.0130
H -0.4272 -0.0701 -1.8237

=====

12.
24
Properties=species:S:1:pos:R:3 method="wB97M-V/def2-TZVPD" homo_lumo_gap_ev=9.58 fmax_ha_per_bohr=0.0739 smiles="C[C@H]1C([N+]2=CCCO2)[C@@H]1C" relative_energy_kcal_mol=93.8 e_lumo_ev=-4.46 charge=+1
C 2.8672 -1.0945 -0.6819
C 1.6152 -0.2474 -0.3586
C 0.3934 -0.9062 0.1703
N -1.0251 -0.4771 -0.1138
C -1.9003 -0.8531 -0.9888
C -3.2566 -0.3064 -0.6644
C -2.9947 0.2026 0.7254
O -1.5804 0.3157 0.9008
C 1.2099 -0.0651 1.0464
C 0.9750 1.4788 1.3664
H 2.8695 -1.9514 -0.0659
H 3.7425 -0.5928 -0.3264
H 3.0173 -1.4537 -1.7077
H 1.5927 0.6080 -0.9168
H 0.4029 -2.0185 0.2148
H -1.6257 -1.4638 -1.8260
H -3.6299 0.5574 -1.2974
H -4.0923 -0.9678 -0.7407
H -3.3313 1.1684 1.0194
H -3.2484 -0.6154 1.5002
H 1.7163 -0.5951 1.8359
H 0.1110 1.6841 0.8534
H 1.8855 2.0439 1.1040
H 0.9026 1.5222 2.4199